(1)
Here is one molecule with the formula C4H6FNO2 from OMol25. Energies are from the ωB97M-V functional and the def2-TZVPD basis.

Properties
Net charge ... 0
Energy relative to the best compared isomer or geometry (same formula, charge and spin) ... 401.2 kJ/mol
Gap between HOMO and LUMO ... 9.570 eV
Strongest force on any atom ... 0.0937 Eh/bohr

Structure (XYZ):
```
14
C4H6FNO2 | OMol25 | the ωB97M-V functional and the def2-TZVPD basis
C 2.51 -0.32 -0.16
O 1.40 0.42 -0.20
N 0.30 -0.47 -0.06
C -0.84 0.14 0.07
C -0.85 1.57 -0.20
O -1.95 2.10 -0.09
C -2.09 -0.79 0.44
F -2.70 -1.15 -0.76
H 3.40 0.43 -0.10
H 2.76 -0.83 -1.15
H 2.42 -0.98 0.77
H 0.04 1.91 -0.68
H -2.79 -0.38 1.10
H -1.61 -1.66 1.02
```

(2)
Here is one molecule with the formula C4H6FNO2 from OMol25. Energies are from the ωB97M-V functional and the def2-TZVPD basis.

Properties
Net charge ... 0
Energy relative to the best compared isomer or geometry (same formula, charge and spin) ... 445.3 kJ/mol
Gap between HOMO and LUMO ... 10.319 eV
Strongest force on any atom ... 0.1190 Eh/bohr

Structure (XYZ):
```
14
C4H6FNO2 | OMol25 | the ωB97M-V functional and the def2-TZVPD basis
O -0.88 -0.74 2.43
C -0.12 -0.20 1.51
C 0.15 1.18 0.64
C -0.41 0.69 -0.84
F -1.72 0.23 -0.48
C 0.46 -0.47 -1.27
O 1.07 -1.14 -0.35
N 0.08 -1.31 0.68
H -0.38 2.02 1.28
H 1.16 1.48 0.64
H -0.48 1.53 -1.60
H -0.20 -1.10 -1.75
H 1.09 -0.03 -2.10
H 0.20 -2.13 1.22
```

(3)
Here is one molecule with the formula C4H6FNO3 from OMol25. Energies are from the ωB97M-V functional and the def2-TZVPD basis.

Properties
Net charge ... 0
Energy relative to the best compared isomer or geometry (same formula, charge and spin) ... 49.0 kJ/mol
Gap between HOMO and LUMO ... 10.509 eV
Strongest force on any atom ... 0.0866 Eh/bohr

Structure (XYZ):
```
15
C4H6FNO3 | OMol25 | the ωB97M-V functional and the def2-TZVPD basis
C -1.31 1.65 1.31
C -0.43 0.44 1.09
O 0.25 -0.04 1.95
C -0.46 -0.08 -0.33
C 0.88 -1.31 -0.45
F 0.34 -2.54 -0.50
N 1.59 -1.04 -1.71
O 2.00 0.10 -1.85
O 1.73 -1.94 -2.49
H -1.77 1.58 2.29
H -2.06 1.76 0.54
H -0.66 2.52 1.32
H -1.37 -0.61 -0.56
H -0.23 0.69 -1.05
H 1.50 -1.19 0.44
```

(4)
Here is one molecule with the formula C4H6FNOS from OMol25. Energies are from the ωB97M-V functional and the def2-TZVPD basis.

Properties
Net charge ... 0
Energy relative to the best compared isomer or geometry (same formula, charge and spin) ... 344.1 kJ/mol
Gap between HOMO and LUMO ... 10.634 eV
Strongest force on any atom ... 0.1070 Eh/bohr

Structure (XYZ):
```
14
C4H6FNOS | OMol25 | the ωB97M-V functional and the def2-TZVPD basis
O -0.91 -0.99 2.22
C -1.37 -0.98 1.10
N -0.96 -0.17 -0.02
S -1.40 -0.81 -1.53
C 0.13 0.76 0.04
C 1.32 0.40 -0.84
C 1.37 0.19 0.53
F 2.55 0.81 1.25
H -2.34 -1.53 0.71
H -2.42 0.11 -1.73
H -0.23 1.82 0.10
H 1.21 -0.19 -1.90
H 1.73 1.39 -0.86
H 1.33 -0.80 0.91
```

> What is the strongest force on any atom in the first record?

0.0937 Eh/bohr